# C5H13N

One molecule with the formula C5H13N (ωB97M-V/def2-TZVPD, OMol25).

## Properties
LUMO energy   0.04484 Eh
Energy   -6885.831 eV
SMILES string   CCCCCN
HOMO   -0.326 Eh
Frontier orbital gap   10.103 eV

Geometry as ORCA input:
```
! wB97M-V def2-TZVPD RIJCOSX def2/J DEFGRID3
* xyz 0 1
C 1.73088 1.66138 1.01225
C 0.79369 1.51384 -0.17135
C 0.55390 0.03614 -0.53465
C -0.32972 -0.71259 0.45905
C -1.74277 -1.02684 -0.06363
N -1.79234 -1.93014 -1.19850
H 1.98397 2.69325 1.25467
H 2.69407 1.15971 0.83026
H 1.30526 1.24515 1.92774
H -0.17968 1.94178 0.09827
H 1.16047 2.05734 -1.03840
H 1.52770 -0.45406 -0.61650
H 0.12095 -0.00896 -1.53902
H -0.41669 -0.21643 1.43061
H 0.11784 -1.68675 0.68771
H -2.27228 -0.11129 -0.34400
H -2.29485 -1.53033 0.73664
H -1.76282 -2.90311 -0.94489
H -1.19757 -1.72808 -1.98628
*
```

Here is what Löwdin gives for the atomic charges, in e: C -0.12; C -0.27; C -0.23; C -0.22; C -0.30; N -0.02; H 0.07; H 0.08; H 0.06; H 0.11; H 0.10; H 0.11; H 0.10; H 0.10; H 0.11; H 0.11; H 0.11; H 0.06; H 0.05